Run i
DFT (the ωB97M-V functional and the def2-TZVPD basis) results for a cluster of 15 separate species, H30O15 in total.

XYZ file:
```
45
Properties=species:S:1:pos:R:3:nbo_charge:R:1
H 0.542 1.060 -0.988 0.489
H -0.596 0.301 -0.169 0.506
H -2.558 -4.474 0.824 0.458
H -2.259 -3.119 0.245 0.482
H -1.531 2.632 0.178 0.456
H -0.687 3.632 0.759 0.465
H 2.772 -3.080 -2.939 0.446
H 2.412 -1.721 -2.590 0.454
H -3.910 0.896 -1.529 0.462
H -2.982 1.384 -2.626 0.477
H 1.193 1.981 0.556 0.470
H 0.784 2.646 1.830 0.435
H 3.669 0.677 1.192 0.456
H 2.290 0.585 1.895 0.460
H -2.478 0.646 2.644 0.487
H -2.499 1.892 1.603 0.489
H 0.311 -2.638 0.536 0.485
H 0.027 -3.292 -0.821 0.477
H 3.974 -3.007 0.086 0.484
H 3.656 -1.433 -0.130 0.470
H -3.189 -1.103 2.777 0.453
H -3.238 -0.687 1.310 0.489
H 2.844 -1.964 4.092 0.474
H 1.734 -1.373 3.266 0.458
H 2.025 3.404 -2.040 0.451
H 1.333 4.725 -1.847 0.471
H 2.815 -0.524 -1.340 0.473
H 3.417 0.988 -1.581 0.485
H -4.784 -0.410 -1.170 0.456
H -5.912 -0.693 -2.166 0.480
O 0.327 0.559 -0.226 -0.979
O -2.978 -3.839 0.214 -0.948
O -1.378 3.594 0.161 -0.923
O 3.202 -2.303 -2.811 -0.901
O -3.163 1.484 -1.694 -0.948
O 1.452 2.736 1.052 -0.919
O 3.016 1.117 1.764 -0.916
O -2.327 0.902 1.759 -0.992
O -0.246 -2.654 -0.246 -0.954
O 3.314 -2.392 -0.297 -0.957
O -3.675 -0.621 2.176 -0.930
O 2.645 -1.490 3.270 -0.931
O 1.548 3.853 -1.352 -0.920
O 3.318 0.046 -1.930 -0.954
O -4.951 -0.733 -2.072 -0.925
```

Its LUMO energy is -0.32 eV. Its highest occupied orbital energy is -9.5 eV.

---

Run ii
DFT (the ωB97M-V functional and the def2-TZVPD basis) results for a cluster of 15 separate species, H30O15 in total.

XYZ file:
```
45
Properties=species:S:1:pos:R:3:nbo_charge:R:1
O 0.000 3.389 0.710 -0.963
H -0.173 3.105 -0.204 0.490
H -0.799 3.771 1.011 0.478
O -1.636 -1.135 2.178 -0.986
H -0.935 -1.342 2.810 0.492
H -1.601 -1.817 1.450 0.496
O -0.509 2.849 -2.097 -0.965
H 0.312 3.069 -2.602 0.488
H -0.623 1.926 -2.335 0.487
O -0.686 -0.081 -2.882 -0.946
H -0.386 -0.163 -3.804 0.489
H -1.364 -0.737 -2.850 0.484
O -1.117 -2.562 -0.032 -0.980
H -0.357 -2.498 -0.584 0.506
H -1.672 -3.232 -0.407 0.477
O 3.578 -0.809 -0.752 -0.974
H 3.296 0.152 -0.693 0.517
H 3.460 -1.155 -1.653 0.477
O 2.154 -1.735 1.396 -1.010
H 2.656 -1.582 0.582 0.503
H 2.424 -1.031 1.997 0.492
O 1.933 1.547 -1.832 -1.002
H 2.417 2.390 -1.700 0.478
H 1.363 1.481 -1.020 0.513
O 0.450 0.207 0.099 -0.992
H 0.677 -0.679 -0.149 0.493
H -0.468 0.211 -0.193 0.504
O 0.108 -3.493 2.369 -0.961
H 0.526 -2.782 1.909 0.494
H -0.500 -3.933 1.831 0.460
O 2.346 1.245 1.541 -0.991
H 1.930 1.742 2.258 0.484
H 1.586 0.772 1.217 0.487
O -2.271 0.537 -0.427 -0.946
H -2.759 -0.277 -0.255 0.498
H -2.690 0.984 -1.152 0.491
O -3.706 1.099 1.799 -0.934
H -4.407 1.271 1.189 0.433
H -3.008 0.861 1.114 0.476
O -0.928 1.463 2.399 -0.994
H -0.959 0.486 2.238 0.480
H -0.494 1.809 1.614 0.468
O 0.930 -1.855 -1.671 -0.982
H 0.605 -1.065 -2.051 0.503
H 1.294 -2.403 -2.370 0.489
```

Its LUMO energy is -0.99 eV. Its highest occupied orbital energy is -9.5 eV.

---

Run iii
DFT (the ωB97M-V functional and the def2-TZVPD basis) results for a cluster of 15 separate species, H30O15 in total.

XYZ file:
```
45
Properties=species:S:1:pos:R:3:nbo_charge:R:1
O -2.879 1.524 0.589 -0.953
H -3.706 1.912 0.720 0.458
H -2.401 2.344 0.408 0.485
O 2.294 1.608 2.360 -0.958
H 1.855 1.842 1.556 0.495
H 2.276 2.339 2.919 0.466
O -1.298 -2.432 0.215 -0.979
H -2.103 -3.013 0.225 0.497
H -0.839 -2.660 1.059 0.511
O -2.584 -1.628 -2.028 -0.954
H -2.614 -2.551 -2.322 0.479
H -2.693 -1.561 -1.093 0.480
O 1.440 -2.404 1.142 -0.965
H 1.550 -1.633 1.735 0.504
H 2.212 -2.878 1.410 0.479
O 2.579 -0.997 -0.932 -0.979
H 1.862 -1.453 -0.431 0.506
H 3.107 -1.656 -1.337 0.465
O -1.320 3.771 -0.720 -0.990
H -0.511 3.359 -0.455 0.508
H -1.669 4.554 -0.211 0.476
O 2.178 1.444 -2.759 -0.942
H 1.980 0.648 -2.225 0.483
H 2.782 1.102 -3.371 0.453
O -0.053 1.237 3.799 -0.970
H 0.759 0.971 3.386 0.476
H -0.702 0.950 3.209 0.473
O 0.325 -1.144 -2.850 -0.939
H 1.178 -1.432 -2.601 0.486
H -0.281 -1.453 -2.229 0.482
O 0.576 -3.751 -1.379 -0.965
H 1.234 -4.161 -0.853 0.459
H 0.043 -3.237 -0.748 0.488
O -1.853 -0.710 2.651 -0.948
H -1.547 -0.307 1.829 0.487
H -1.085 -1.044 3.049 0.456
O -0.052 0.047 0.613 -1.022
H -0.107 0.534 -0.234 0.516
H -0.696 -0.665 0.474 0.469
O 1.116 3.168 0.267 -0.945
H 0.730 3.468 1.095 0.479
H 1.908 3.669 0.103 0.497
O -0.829 1.010 -1.740 -0.992
H -1.750 0.949 -1.975 0.488
H -0.398 0.316 -2.329 0.500
```

Its LUMO energy is -0.20 eV. Its highest occupied orbital energy is -10.5 eV.

---

Run iv
DFT (the ωB97M-V functional and the def2-TZVPD basis) results for a cluster of 15 separate species, H30O15 in total.

XYZ file:
```
45
Properties=species:S:1:pos:R:3:nbo_charge:R:1
O 0.053 3.373 -0.396 -0.993
H -0.634 2.938 0.130 0.459
H 0.375 2.686 -0.994 0.486
O -2.001 2.058 0.470 -0.942
H -2.354 1.982 -0.417 0.495
H -2.398 2.892 0.749 0.493
O 1.005 1.580 1.936 -0.992
H 0.166 1.238 2.219 0.487
H 1.243 2.128 2.671 0.471
O 2.324 -2.179 -1.698 -0.962
H 2.491 -1.544 -2.441 0.447
H 1.398 -2.455 -1.852 0.494
O -1.584 -1.133 -3.141 -0.975
H -2.030 -1.769 -3.706 0.487
H -1.115 -0.497 -3.743 0.508
O -4.143 -0.178 1.651 -0.934
H -3.547 -0.350 0.966 0.478
H -4.455 0.671 1.545 0.449
O 1.051 1.454 -2.060 -0.992
H 1.730 1.140 -2.619 0.471
H 0.729 0.553 -1.674 0.500
O 0.022 -0.325 -0.319 -0.995
H -0.953 -0.430 -0.377 0.492
H 0.269 0.322 0.317 0.503
O -0.019 -3.252 -2.227 -0.931
H -0.576 -2.535 -2.442 0.478
H -0.018 -3.767 -3.030 0.475
O 2.739 -0.489 0.610 -0.992
H 2.566 -0.893 -0.239 0.494
H 3.192 0.290 0.387 0.479
O 3.196 2.254 0.111 -0.960
H 3.665 2.406 0.919 0.466
H 2.287 2.041 0.343 0.503
O 0.611 -2.595 1.096 -0.984
H 0.556 -1.908 0.407 0.473
H 1.343 -2.330 1.667 0.489
O -2.435 -1.177 -0.306 -0.942
H -2.085 -2.091 -0.426 0.512
H -2.613 -0.923 -1.181 0.484
O -1.344 0.536 2.649 -0.930
H -1.542 1.163 3.367 0.468
H -1.764 0.918 1.880 0.490
O 1.521 -0.992 3.119 -0.960
H 1.754 -0.523 2.334 0.497
H 1.311 -0.306 3.730 0.456
```

Its LUMO energy is -0.77 eV. Its highest occupied orbital energy is -9.3 eV.

---

Which of them is most stable, and which least? Most stable: run ii; least stable: run i.

---

Run i
DFT (the ωB97M-V functional and the def2-TZVPD basis) results for a cluster of 15 separate species, H30O15 in total.

XYZ file:
```
45
Properties=species:S:1:pos:R:3:nbo_charge:R:1
O -0.091 0.177 0.273 -0.990
H 0.388 0.259 -0.532 0.489
H -0.006 -0.715 0.489 0.508
O 1.462 0.321 -2.105 -0.969
H 2.260 0.018 -1.769 0.484
H 1.684 0.991 -2.768 0.497
O -2.778 -2.641 0.788 -0.954
H -2.826 -3.376 0.204 0.462
H -2.095 -2.078 0.404 0.491
O -1.467 -0.069 -2.841 -0.947
H -2.294 0.409 -2.970 0.484
H -1.583 -0.638 -3.617 0.482
O -0.928 0.465 3.063 -1.015
H -1.639 0.874 2.536 0.483
H -0.896 -0.483 2.794 0.480
O -0.460 -1.895 1.958 -0.979
H 0.312 -1.972 2.574 0.513
H -1.028 -2.638 2.082 0.504
O -0.959 2.441 -1.335 -0.925
H -1.097 1.753 -1.922 0.464
H -0.841 1.959 -0.531 0.504
O 0.037 -4.390 0.172 -0.960
H -0.366 -3.539 -0.087 0.486
H -0.647 -5.048 0.218 0.462
O 1.377 3.237 -2.056 -1.024
H 0.559 2.754 -1.851 0.500
H 1.286 4.163 -2.197 0.484
O 0.376 2.570 1.429 -0.987
H 0.243 1.640 1.188 0.499
H -0.106 2.819 2.196 0.485
O 2.274 1.109 2.582 -0.982
H 2.841 1.325 1.823 0.476
H 1.431 1.447 2.279 0.474
O 3.151 1.984 -0.067 -0.971
H 3.792 2.501 -0.504 0.463
H 2.392 2.380 -0.537 0.502
O -2.802 1.323 1.336 -0.939
H -3.645 1.783 1.389 0.481
H -2.911 0.718 0.603 0.481
O -0.952 -2.258 -1.327 -0.984
H -0.900 -1.480 -1.842 0.507
H -0.775 -2.996 -1.871 0.479
O 2.467 -1.717 0.371 -0.931
H 2.443 -2.146 -0.459 0.459
H 3.317 -1.324 0.427 0.475
```

Its LUMO energy is -0.48 eV. Its highest occupied orbital energy is -9.2 eV.

---

Run ii
DFT (the ωB97M-V functional and the def2-TZVPD basis) results for a cluster of 15 separate species, H30O15 in total.

XYZ file:
```
45
Properties=species:S:1:pos:R:3:nbo_charge:R:1
O 1.485 -2.104 -0.978 -0.995
H 1.070 -2.343 -1.846 0.481
H 0.856 -1.481 -0.562 0.495
O 1.257 2.145 1.208 -0.975
H 0.902 1.559 0.540 0.483
H 2.098 2.378 0.723 0.477
O -1.874 1.866 2.023 -0.973
H -0.965 2.161 2.076 0.488
H -2.067 1.711 1.105 0.468
O -0.513 -1.237 4.336 -0.995
H 0.027 -0.412 4.334 0.492
H -0.798 -1.321 3.442 0.472
O -1.850 2.299 -3.352 -0.956
H -1.437 1.670 -3.957 0.481
H -1.344 2.483 -2.579 0.474
O 0.019 -0.013 -0.172 -1.020
H -0.766 0.431 -0.493 0.502
H -0.348 -0.285 0.666 0.510
O 3.436 -0.145 -0.300 -0.956
H 2.755 -0.795 -0.203 0.498
H 4.029 -0.743 -0.767 0.480
O 1.348 0.678 3.800 -0.983
H 1.662 1.473 3.482 0.477
H 1.408 0.079 3.027 0.498
O -2.565 1.400 -0.657 -0.960
H -3.449 1.056 -0.567 0.492
H -2.783 2.333 -0.917 0.495
O 0.288 0.182 -3.144 -0.992
H 0.650 0.778 -3.795 0.488
H 0.472 0.513 -2.260 0.517
O -2.043 -1.179 -2.644 -0.971
H -2.385 -1.164 -3.514 0.472
H -1.229 -0.796 -2.953 0.495
O 1.852 -1.494 2.461 -0.957
H 2.440 -1.790 3.144 0.493
H 1.320 -2.225 2.155 0.490
O 1.945 1.726 -1.627 -1.006
H 2.782 2.055 -1.984 0.478
H 2.295 1.049 -0.982 0.505
O -1.632 -2.824 -0.495 -0.975
H -1.614 -2.255 -1.235 0.495
H -1.749 -3.658 -0.957 0.482
O -1.368 -1.184 1.719 -0.964
H -2.190 -0.735 1.675 0.491
H -1.425 -1.842 1.026 0.508
```

Its LUMO energy is -0.20 eV. Its highest occupied orbital energy is -9.5 eV.

---

Which of them is most stable, and which least? Most stable: run ii; least stable: run i.

---

Run i
DFT (the ωB97M-V functional and the def2-TZVPD basis) results for the molecule C7H12N2O6.

XYZ file:
```
27
Properties=species:S:1:pos:R:3:nbo_charge:R:1
N -2.328 2.026 1.408 -0.802
C -1.743 0.801 0.896 -0.143
C -2.650 0.166 -0.240 -0.541
C -2.478 -1.316 -0.353 0.810
O -1.616 -1.987 0.142 -0.604
O -3.316 -1.713 -1.292 -0.667
C -0.323 1.014 0.323 0.684
O 0.084 2.178 0.229 -0.660
N 0.421 -0.137 -0.135 -0.685
C 1.868 -0.283 -0.600 -0.160
C 2.591 1.097 -0.886 -0.063
O 1.799 1.960 -1.667 -0.735
C 2.634 -1.150 0.530 0.782
O 3.397 -1.964 0.186 -0.552
O 2.094 -1.114 1.714 -0.660
H -3.109 2.214 0.738 0.345
H -1.625 2.729 1.164 0.389
H -1.651 0.104 1.723 0.213
H -3.771 0.312 0.061 0.250
H -2.665 0.746 -1.149 0.262
H -3.300 -2.677 -1.442 0.505
H -0.240 -0.902 -0.215 0.424
H 1.812 -0.892 -1.566 0.233
H 3.550 0.814 -1.394 0.200
H 2.858 1.535 0.091 0.173
H 1.215 2.528 -1.243 0.503
H 1.343 -0.572 1.799 0.501
```

As for the SMILES: N[C@@H](CC(=O)O)C(=O)N[C@@H](CO)C(=O)O. Its LUMO energy is 0.21 eV. Its highest occupied orbital energy is -9.7 eV.

---

Run ii
DFT (the ωB97M-V functional and the def2-TZVPD basis) results for the molecule C7H12N2O6.

XYZ file:
```
27
Properties=species:S:1:pos:R:3:nbo_charge:R:1
N -1.846 1.109 1.391 -0.815
C -0.586 0.829 0.765 -0.176
C 0.255 2.038 0.931 -0.529
C 1.463 2.043 0.048 0.820
O 1.799 1.077 -0.652 -0.651
O 2.179 3.205 0.024 -0.661
C 0.111 -0.388 1.392 0.676
O 0.592 -0.340 2.491 -0.612
N 0.050 -1.576 0.713 -0.618
C -0.453 -1.771 -0.614 -0.200
C -1.995 -1.598 -0.774 -0.068
O -2.679 -2.152 0.261 -0.683
C 0.265 -1.007 -1.697 0.792
O -0.342 -0.267 -2.484 -0.599
O 1.568 -1.305 -1.815 -0.661
H -2.469 0.253 1.437 0.350
H -1.770 1.589 2.288 0.385
H -0.667 0.633 -0.308 0.231
H -0.422 2.906 0.820 0.263
H 0.817 2.218 1.890 0.268
H 2.951 2.942 -0.428 0.492
H 0.298 -2.393 1.279 0.419
H -0.291 -2.861 -0.750 0.245
H -2.289 -0.554 -0.896 0.176
H -2.250 -2.118 -1.713 0.192
H -2.524 -1.486 0.982 0.451
H 1.910 -0.476 -2.235 0.515
```

As for the SMILES: N[C@@H](CC(=O)O)C(=O)N[C@@H](CO)C(=O)O. Its LUMO energy is 0.54 eV. Its highest occupied orbital energy is -9.6 eV.

---

Which of them is most stable, and which least? Most stable: run ii; least stable: run i.